DFT (the ωB97M-V functional and the def2-TZVPD basis) results for a 3-piece molecular cluster, C2H7NO4 overall in a non-equilibrium geometry.

Its energy above the lowest of the compared OMol25 structures with the same formula, charge and spin is 0.7473 eV. As for the SMILES: O=CNC=O.O.O. The calculation puts the molar mass at 109.081 g/mol. The calculated total energy comes out at -11867.593 eV. For the frontier orbital gap, the calculation gives 0.39569 Eh. As for the HOMO energy: -10.35 eV.

Geometry as XYZ:
```
14
C2H7NO4 | the OMol25 dataset | the ωB97M-V functional and the def2-TZVPD basis
O 1.840 1.686 1.738
C 1.075 0.892 2.206
N -0.235 0.741 1.753
C -1.112 0.012 2.535
O -0.938 -0.449 3.631
H 1.328 0.121 2.941
H -0.631 1.408 1.109
H -2.075 -0.130 2.027
H 0.177 -1.569 -4.162
H 0.842 -2.734 -3.508
O 1.030 -1.848 -3.814
H -0.892 0.381 -5.544
H -2.093 -0.136 -4.763
O -1.271 -0.419 -5.195
```